No. 1
# C27H39MgN9O3S3

A molecular structure, C27H39MgN9O3S3 at a distorted geometry (the ωB97M-V functional and the def2-TZVPD basis, OMol25).

The geometry in XYZ format:
```
82
Properties=species:S:1:pos:R:3:forces:R:3:mulliken_charge:R:1
Mg 0.59738 0.48524 0.79401 -0.39 0.21 0.10 2.36
C -1.23654 -1.88180 0.89352 -0.05 -0.87 -1.00 -1.17
C -2.31133 -0.78161 0.81297 0.90 -0.27 -0.28 -0.64
N -1.61180 0.41938 0.34725 0.58 0.14 -0.28 0.92
C -2.15052 1.65697 0.85682 -1.12 0.68 -0.17 0.26
C -2.07072 1.77731 2.38024 -0.06 0.43 0.88 -0.98
S -0.53041 1.21085 3.19940 0.16 0.28 -0.25 -0.12
C -0.93513 -0.43158 3.80881 0.38 -0.42 0.07 -0.60
C -0.13933 -1.55775 3.12601 0.14 0.41 -0.65 -0.63
N -0.04627 -1.47320 1.64914 -0.46 0.15 0.69 -0.03
H -1.62104 -2.89720 1.17481 0.08 0.85 0.16 0.34
H -0.89473 -1.99063 -0.15276 -0.12 -0.05 0.33 0.27
H -3.13277 -1.06635 0.14698 0.24 -0.06 0.12 0.40
H -2.74506 -0.57849 1.76811 -0.26 0.10 0.70 0.52
H -1.58483 0.46748 -0.69733 -0.34 -0.04 0.67 -1.07
H -1.63628 2.49053 0.37856 0.29 -0.08 0.11 -0.55
H -3.20393 1.82957 0.52877 0.37 -0.28 0.35 0.47
H -2.08954 2.82327 2.71346 -0.14 -0.06 -0.51 0.55
H -2.91814 1.33941 2.93302 0.31 -0.15 -0.39 0.49
H -0.71978 -0.47954 4.88532 0.03 0.13 -0.28 0.55
H -2.00055 -0.57239 3.71652 -0.34 -0.08 -0.10 0.38
H 0.89437 -1.52730 3.47649 -0.09 -0.08 0.15 0.14
H -0.60790 -2.48811 3.41900 0.03 -0.51 0.19 0.42
H 0.79585 -1.95869 1.34157 -0.38 -0.09 0.09 0.24
N 4.67721 -6.14212 2.81229 0.16 0.05 -0.76 -0.61
C 4.57850 -4.77450 2.54161 -0.10 -0.21 -0.39 1.19
C 4.90105 -4.34271 1.25899 0.42 -0.35 -0.29 -0.71
C 4.78128 -3.02924 0.89242 -0.40 0.90 -0.68 -0.33
C 4.26382 -2.09111 1.77071 -0.80 -0.71 0.78 -0.62
C 3.91288 -2.52971 3.06275 0.29 -0.07 -0.34 -0.35
C 4.07602 -3.85496 3.46242 0.36 0.05 -0.51 -0.97
S 3.80343 -0.44535 1.27077 -0.24 -0.73 0.24 1.23
O 4.80573 0.08615 0.42952 1.32 0.36 -0.97 -0.73
O 3.51749 0.21264 2.50486 -0.52 0.58 0.87 -0.82
N 2.39752 -0.49160 0.48623 -0.55 -0.20 -0.73 -0.67
C 2.21189 -0.82970 -0.84066 -0.13 1.01 0.35 0.35
N 1.01726 -0.34864 -1.34162 0.73 -0.49 0.55 0.17
C 0.63610 -0.76673 -2.55195 0.90 -0.93 0.34 -0.03
C 1.45983 -1.66265 -3.29055 0.10 0.99 0.64 -1.19
C 2.72643 -1.92871 -2.75087 -1.07 -0.17 0.17 -0.28
N 3.09091 -1.51819 -1.53610 0.39 -0.58 -0.27 -0.35
H 5.32630 -6.62977 2.20498 -0.23 0.17 -0.06 0.24
H 4.91240 -6.36753 3.74275 0.03 -0.15 1.21 0.25
H 5.26512 -5.06526 0.53103 -0.02 0.07 0.12 0.25
H 4.98460 -2.67926 -0.11257 0.18 -0.24 -0.05 0.46
H 3.54510 -1.79775 3.74948 -0.23 0.28 0.35 0.64
H 3.86099 -4.22705 4.45542 -0.20 0.35 0.13 0.32
H -0.36105 -0.42967 -2.81741 0.17 -0.06 -0.47 0.51
H 1.15617 -2.05585 -4.24815 -0.03 0.05 -0.02 0.43
H 3.44286 -2.58760 -3.24046 -0.13 0.28 -0.18 0.42
C -6.57352 -1.20754 -3.03554 -0.46 0.16 0.48 -1.24
C -5.10820 -1.24165 -2.81822 0.87 -1.26 0.33 0.87
C -4.41683 -2.44364 -2.55994 -0.07 0.04 0.12 -0.95
C -3.08530 -2.29193 -2.19572 0.01 -0.81 -0.23 -0.10
N -2.47766 -1.11804 -2.13077 0.45 0.02 0.04 -0.17
C -3.17551 -0.01656 -2.47583 0.05 -0.53 -0.42 0.39
S -2.34549 1.49498 -2.54455 -0.09 0.08 -0.09 -0.45
N -4.47290 -0.10154 -2.80729 -0.32 1.50 -0.02 -0.55
H -6.80400 -0.38411 -3.69941 -0.22 0.24 0.09 0.37
H -7.05289 -1.06151 -2.04043 0.12 0.04 -0.73 0.23
H -6.96013 -2.12020 -3.46718 -0.03 -0.33 -0.03 0.36
H -4.91950 -3.41179 -2.61597 0.29 0.30 0.06 0.36
H -2.43436 -3.16500 -1.96399 -0.62 0.52 -0.10 0.40
O 0.97630 2.53726 0.67682 -0.10 -0.61 -0.65 -0.99
C 0.93929 3.33678 -0.29010 -0.40 0.26 0.00 0.69
C 1.40532 4.75965 -0.05052 0.07 -0.66 -0.13 -1.07
C 0.25511 5.74127 -0.02594 -1.63 0.14 -0.85 -0.61
C -0.52404 6.04954 -1.36601 1.50 -0.08 0.75 -0.94
C -1.06525 4.85375 -2.10805 0.57 0.81 -2.23 -0.21
C 0.03803 3.89164 -2.55390 0.50 0.39 0.27 -1.19
N 0.46125 2.99735 -1.49832 0.17 -1.00 1.69 0.18
H 2.09122 4.96621 -0.85523 0.57 0.41 -0.23 0.42
H 1.92533 4.73518 0.91738 -0.06 0.13 -0.43 0.35
H 0.52105 6.70667 0.37486 0.49 0.20 0.25 0.42
H -0.47173 5.32681 0.66227 -0.35 -0.03 0.39 0.30
H 0.15333 6.64605 -1.99513 -0.07 -0.29 -0.13 0.33
H -1.33894 6.71491 -1.14943 -0.43 0.35 0.39 0.41
H -1.55657 5.24534 -3.05664 0.31 -0.58 1.14 0.29
H -1.78545 4.33623 -1.52598 -0.85 -0.60 0.43 0.25
H 0.91692 4.46876 -2.89470 -0.35 -0.23 -0.11 0.43
H -0.26764 3.19264 -3.31640 -0.29 0.24 -0.55 0.56
H 0.06198 2.04394 -1.53669 0.18 0.61 -0.22 -0.47
```
Positions in Å, forces in eV/Å.

Properties
Energy relative to the best compared isomer or geometry (same formula, charge and spin)   0.00 kJ/mol

***

No. 2
# C3H2N2O3

C3H2N2O3 in the gas phase at a distorted geometry (the ωB97M-V functional and the def2-TZVPD basis, OMol25).

The geometry in XYZ format:
```
10
Properties=species:S:1:pos:R:3:forces:R:3:mulliken_charge:R:1
C -0.75936 -0.16023 -0.99912 1.31 2.18 0.60 -0.25
C 0.16860 0.26994 -0.10879 -0.26 -0.21 -1.83 0.35
C 0.66387 -0.42279 1.08181 0.57 2.62 0.34 0.53
H -2.37669 -1.09396 -1.05328 -0.87 -0.15 -0.65 0.36
H -0.91747 0.39236 -1.93623 -0.15 -0.29 0.37 0.36
N 1.74209 1.53879 0.76202 0.52 -0.43 1.61 -0.02
N 1.62921 0.60229 1.57601 0.32 0.76 -1.37 -0.25
O -1.51980 -1.16694 -0.66345 -0.04 -1.34 0.48 -0.42
O 0.91664 1.45421 -0.35271 -0.95 -2.35 0.73 -0.19
O 0.45291 -1.41368 1.69375 -0.46 -0.78 -0.28 -0.47
```
Positions in Å, forces in eV/Å.

Properties
Energy relative to the best compared isomer or geometry (same formula, charge and spin)   423.90 kJ/mol

***

No. 3
# C2H3O3PS2

C2H3O3PS2 in the gas phase at a distorted geometry (the ωB97M-V functional and the def2-TZVPD basis, OMol25).

The geometry in XYZ format:
```
11
Properties=species:S:1:pos:R:3:forces:R:3:mulliken_charge:R:1
C 2.34989 -0.79314 -0.23452 0.67 -1.78 -1.03 -0.11
C 1.03510 -0.19748 0.01305 -1.01 0.78 0.25 0.12
O 3.31898 -0.85306 0.47156 -0.43 0.75 0.56 -0.40
O -1.17089 0.12688 1.61057 0.33 0.56 -0.22 -0.62
O -2.38866 1.68065 -0.05290 0.87 0.09 -0.37 -0.43
P -1.71307 0.26888 0.24956 -2.64 -2.93 -1.03 0.72
S -2.65683 -1.30517 -0.67477 1.16 2.09 0.89 -0.36
S 0.00759 0.04414 -1.25022 0.38 0.13 1.58 -0.04
H 2.37479 -1.36178 -1.19225 -0.02 0.37 -0.08 0.26
H 0.55259 0.01817 1.01306 1.18 -0.19 -0.70 0.50
H -1.70950 2.37192 0.04687 -0.47 0.13 0.15 0.35
```
Positions in Å, forces in eV/Å.

***

The calculation returns the following energy values, one per record and in order: -3165.6054; -450.6418; -1441.4508 hartree.